# CH3N3

The ion CH3N3 with charge +2 (ωB97M-V/def2-TZVPD, OMol25).

Multiplicity   1
HOMO   -26.73 eV
Charge   +2
Structure (SMILES)   N#[N+]C=[NH2+]
HOMO-LUMO gap   0.44494 Ha
Largest force on an atom   0.11712 Eh/bohr

Last column: natural (NBO) charge in e.
Positions of all 7 atoms, in Å:
H1 -1.19252 -0.38713 -0.88695  0.377
N1 1.52644 0.97821 -1.78227  0.634
H2 -1.06568 -0.86184 1.46132  0.546
H3 0.47256 0.05121 1.65549  0.519
N2 0.80592 0.56949 -1.07381  0.056
C1 -0.20248 -0.08412 -0.33089  0.345
N3 -0.34424 -0.26581 0.95712  -0.477

***

# CH3N3O

A cluster of 2 separate species, CH3N3O in total (ωB97M-V/def2-TZVPD, OMol25).

Multiplicity   1
HOMO   -10.08 eV
Structure (SMILES)   N#[N+][O-].C=N
HOMO-LUMO gap   0.41230 Ha
Largest force on an atom   0.05339 Eh/bohr

Last column: natural (NBO) charge in e.
Positions of all 8 atoms, in Å:
N1 -4.49616 -0.86481 -0.04699  -0.110
H1 0.35356 -1.15427 0.79742  0.155
C1 0.30636 -0.26372 0.18757  -0.034
N2 -0.79198 0.05681 -0.31428  -0.603
O1 -3.21193 0.98151 0.12539  -0.333
N3 -3.85026 0.03022 0.03260  0.446
H2 -0.77923 0.90917 -0.87314  0.339
H3 1.25991 0.26136 0.07573  0.142

***

# CH3N3O2

The molecule CH3N3O2 (ωB97M-V/def2-TZVPD, OMol25).

Multiplicity   1
HOMO (spin up / spin down)   -9.04 / -9.04 eV
Structure (SMILES)   NNC(=O)N=O
HOMO-LUMO gap (spin up / spin down)   0.31847 / 0.31853 Ha
Largest force on an atom   0.12608 Eh/bohr

Last column: natural (NBO) charge in e.
Positions of all 9 atoms, in Å:
O1 1.50071 0.46157 1.93346  -0.247
H1 -0.59455 1.04495 -1.82509  0.359
C1 -0.01865 -0.79867 0.61984  0.663
H2 0.36289 1.57401 -0.66436  0.432
O2 -0.17815 -1.59659 1.50272  -0.550
N1 -0.69007 -0.50651 -0.46580  -0.446
N2 -0.27175 0.81690 -0.84100  -0.775
N3 1.34822 -0.22417 0.91819  0.103
H3 -1.45866 -0.77149 -1.17798  0.459

***

# CH3N3OS

A cluster of 2 separate species, CH3N3OS in total (ωB97M-V/def2-TZVPD, OMol25).

Multiplicity   1
HOMO (spin up / spin down)   -9.30 / -9.25 eV
HOMO-LUMO gap (spin up / spin down)   0.28019 / 0.28603 Ha
Largest force on an atom   0.08703 Eh/bohr

Last column: natural (NBO) charge in e.
Positions of all 9 atoms, in Å:
H1 0.29558 -0.72917 -0.72366  0.218
H2 1.78199 1.31742 0.66445  0.434
S1 -2.17179 -0.92547 -0.36366  1.395
N1 -0.03333 1.55107 0.64942  0.013
N2 0.92375 0.85606 0.26486  -0.257
N3 -1.33005 0.31969 -0.46520  -0.846
C1 1.12785 -0.31780 -0.28073  -0.284
H3 2.10323 -0.49778 -0.59887  0.197
O1 -2.69722 -1.57401 0.85340  -0.870

***

Values of total energy, in order: -5531.194, -7600.592, -9644.986, -18431.543, all in eV.